C11H29AsCl3N4NiO2Si as an isolated structure. Source: OMol25; level of theory: wB97M-V/def2-TZVPD.

Computed properties:
energy: -169260.958 eV
orbital gap (alpha / beta): 8.72 / 8.94 eV
highest occupied orbital energy (alpha / beta): -10.97 / -12.32 eV
LUMO energy (alpha / beta): -2.257 / -3.384 eV

```
! RIJCOSX wB97M-V def2-TZVPD def2/J DEFGRID3
* xyz 1 3
H 2.7230 0.6343 -1.4919
H -0.5965 -2.1941 1.1190
C 2.0116 2.5429 -1.4089
H -3.0453 2.0899 1.4382
H 1.9281 3.3062 -0.6310
H -1.1974 0.2373 -0.1106
H -1.2166 2.4771 2.8955
O 0.4293 2.9976 -3.1533
N 0.2807 1.5146 1.7868
H -3.1962 0.0366 -1.5317
As 0.8575 -1.6239 -1.4593
C -2.7445 -0.5788 1.0365
H -0.0300 -3.8010 -0.5038
H 2.7414 2.8939 -2.1385
H -1.7217 2.6607 0.4366
H 3.2045 1.4499 -0.1764
H 2.9371 -2.9927 -1.0469
H -0.7887 0.1591 3.7985
C -2.0593 1.8195 1.0441
O -0.2128 1.8152 -1.3523
Cl 2.1128 -1.0657 3.7826
H 0.9870 -0.1104 -3.4968
Ni 0.9639 0.0111 0.4583
N -0.4666 -1.3222 1.6275
H -3.7349 1.4299 -0.8849
H -3.7177 -0.3263 1.4691
C 0.6807 2.4739 -2.1108
N 2.3965 1.2720 -0.7689
H 0.5382 2.3950 1.3445
C 2.5267 -2.4967 -1.9222
H 3.2520 -1.7617 -2.2713
H -0.2296 -3.7388 -2.2606
C -2.2021 0.5636 0.1937
H 0.8759 1.4440 2.6099
Cl 3.9598 1.1205 2.1705
H -0.6884 -0.5483 -3.1526
C -1.5382 0.3705 3.0308
Si 2.7777 -0.5821 1.8452
H -2.8897 -1.4759 0.4250
H -2.4648 0.5994 3.5614
C -1.7707 -0.8685 2.1720
C -0.3168 -3.1637 -1.3398
Cl 4.1346 -2.0690 1.3554
H 2.3480 -3.2208 -2.7162
N -2.8983 0.8790 -1.0509
H -1.1121 1.8423 -1.7398
H 0.1306 -1.5526 2.4207
H 0.3962 -1.7254 -3.9317
H -1.3522 -2.8459 -1.2149
C 0.3322 -0.9270 -3.1935
H -2.1982 -1.6534 2.8016
C -1.1367 1.6090 2.2361
*
```

***

C11H29I2OP2PrSi as an isolated structure in a non-equilibrium geometry. Source: OMol25; level of theory: wB97M-V/def2-TZVPD.

Computed properties:
energy above the lowest of the compared OMol25 structures with the same formula, charge and spin: 0.127 eV
energy: -70635.046 eV
orbital gap (alpha / beta): 6.88 / 6.98 eV
highest occupied orbital energy (alpha / beta): -14.39 / -14.39 eV
LUMO energy (alpha / beta): -7.515 / -7.416 eV

```
! RIJCOSX wB97M-V def2-TZVPD def2/J DEFGRID3
* xyz 2 3
H -3.4386 -1.6753 1.9165
C -2.3113 0.3774 4.1818
C 0.1209 0.4518 2.3868
H 0.2883 1.2861 5.6487
C -3.3037 0.0092 -1.5607
H -0.1577 -0.2995 6.3172
P -2.6189 -0.1699 0.1324
C 3.2399 1.4989 0.8163
H 2.9828 -0.9273 -2.0848
Si -0.5828 -0.3007 3.9153
H 3.1687 -1.5971 2.0649
H -1.1322 -2.6955 3.1839
C 3.2790 -0.0547 -1.4864
C -3.7349 -1.4461 0.8785
C -3.2746 1.4396 0.7630
H 0.9550 1.1206 2.6961
H 2.7375 1.8226 1.7410
I -0.0104 -1.4710 -4.1861
H -3.0062 2.2322 0.0464
O -0.0103 0.7740 -1.7846
H -2.7148 -0.0643 5.1026
H -4.7802 -1.0972 0.8654
H -0.6441 1.1453 1.9502
H -3.6090 -2.3767 0.3018
C 3.5589 -1.4100 1.0473
H 0.5194 -2.5607 3.8988
H -2.8493 1.7329 1.7301
H -4.4011 0.0854 -1.4962
Pr -0.0489 -1.4279 0.9632
H 4.5975 -1.0497 1.1064
H -0.9388 -2.4238 4.9313
C 0.3237 0.2038 5.4660
H -3.0416 -0.8216 -2.2212
H -2.2620 1.4736 4.3050
H -3.0095 0.1634 3.3638
H 1.3807 -0.0893 5.4591
H 4.3796 -0.0105 -1.3788
H 4.3192 1.3693 1.0033
H 3.0692 2.2636 0.0383
H 2.9094 0.8317 -2.0246
H 3.4882 -2.3504 0.4712
C 0.0058 0.2018 -0.7713
H -4.3686 1.3727 0.8699
H -2.9035 0.8934 -2.0709
C -0.5151 -2.1799 3.9421
I -0.0140 1.2090 -4.9190
P 2.5644 -0.1017 0.2017
*
```

***

A 4-piece molecular cluster, C11H30N4O4P overall in a non-equilibrium geometry. Source: OMol25; level of theory: wB97M-V/def2-TZVPD.

Computed properties:
energy: -35325.307 eV
orbital gap: 7.30 eV
highest occupied orbital energy: -11.47 eV
LUMO energy: -4.167 eV

```
! RIJCOSX wB97M-V def2-TZVPD def2/J DEFGRID3
* xyz 1 1
C -1.6444 0.1869 -5.7915
H -1.7944 2.5649 3.0778
H 0.3741 1.5663 4.9981
H -0.2922 1.5727 -6.0471
P 4.1938 -3.6151 1.1970
C -1.7108 -0.1968 -7.2615
H -2.5609 -1.7088 -1.5893
H -3.7376 0.7265 -5.6106
N 2.7211 -1.3661 3.9848
H 1.1332 1.8416 2.5251
H -1.3117 1.8387 5.4060
H -0.4038 0.1032 3.2313
C -0.5047 2.1713 4.7517
H 5.4254 -3.1233 3.9934
C 2.7427 -1.9380 2.7592
H -2.6639 -0.6698 -7.5043
H -1.4258 1.6314 -0.2655
O 3.0309 -3.5305 0.3122
H -1.3938 -0.6568 -2.4129
O -3.6638 0.1790 -0.0749
C -2.7535 1.1600 -5.4230
H -2.7761 2.5320 -0.9351
H -1.2932 -0.9240 -0.6598
O -0.3754 0.7778 -5.5075
H -3.0494 0.0971 0.6657
H -0.0586 2.2923 1.3187
H 1.9532 -1.7964 2.0187
O -1.1969 0.6178 3.0442
H -2.6870 1.4330 -4.3678
H 4.3713 -4.9449 1.6729
H -2.6664 2.0864 -5.9975
C 0.2286 2.4373 2.3606
C 3.8473 -1.8052 4.5696
H -3.6059 0.4903 -2.0849
H -1.5872 0.6843 -7.8975
H -0.9044 -0.8873 -7.5134
C -1.9805 -0.7889 -1.5009
H -1.7237 -0.7104 -5.1745
H 4.1546 -0.6350 6.2189
H 0.4727 3.4898 2.5126
H -1.5230 1.8977 -2.0178
C -2.1073 1.6894 -1.1187
C -0.8913 1.9916 3.2909
N 4.5598 -2.6500 3.7660
N 4.2908 -1.5478 5.8054
H 4.7346 -2.2996 6.3136
H 5.4106 -3.1990 0.6041
N 3.8242 -2.6808 2.6405
H -0.2824 3.2158 4.9757
C -2.8988 0.3994 -1.2584
*
```

***

C11H31BF3HgO7S as an isolated structure in a non-equilibrium geometry. Source: OMol25; level of theory: wB97M-V/def2-TZVPD.

Computed properties:
energy above the lowest of the compared OMol25 structures with the same formula, charge and spin: 0.000 eV
energy: -50073.955 eV
orbital gap (alpha / beta): 8.71 / 5.53 eV
highest occupied orbital energy (alpha / beta): -9.08 / -9.07 eV
LUMO energy (alpha / beta): -0.363 / -3.541 eV

```
! RIJCOSX wB97M-V def2-TZVPD def2/J DEFGRID3
* xyz 0 2
H -29.9754 4.9607 17.2099
O -30.1524 0.7261 14.2384
Hg -27.8270 3.1187 17.4177
O -28.4528 1.8978 15.6004
C -30.7426 1.5399 17.8337
O -28.3112 -0.5348 15.2369
C -25.7523 4.1730 15.1109
C -30.0340 6.2315 15.0370
H -26.0017 3.1797 14.7376
C -32.0866 2.0979 18.3755
C -24.1903 4.2705 15.0062
C -30.2884 4.7637 15.2847
F -27.8285 -0.0121 12.3187
H -25.9241 5.3124 13.3041
O -29.6634 2.0767 18.5073
H -23.8944 5.3131 14.8893
H -29.8688 4.3017 14.3911
H -29.6916 -0.2990 17.5657
C -31.7947 4.4490 15.2550
H -30.8264 -0.2998 18.9433
H -27.6477 4.0742 21.1820
F -28.0526 2.2236 12.5111
O -27.5473 4.5852 19.2255
H -31.8991 3.3788 15.4341
H -26.1218 3.6115 20.3611
F -26.4303 1.0390 13.4621
H -30.7090 1.8527 16.7901
H -32.1930 4.6839 14.2679
H -32.4156 4.9274 16.0124
H -30.3410 6.8956 15.8450
H -27.2377 0.5184 18.0078
H -26.4530 1.9766 18.5852
H -28.9702 6.4618 14.9772
H -26.4092 5.2677 20.8882
H -29.8363 1.8613 19.4268
H -32.0281 3.1863 18.3685
H -31.4289 -0.4947 17.3438
O -29.6738 4.3587 16.5257
H -32.1581 1.8774 19.4405
H -23.8492 3.7821 14.0934
H -32.9692 1.7613 17.8316
H -23.7123 3.7942 15.8621
C -26.4592 5.2639 14.2525
S -28.7561 0.7468 14.6962
H -26.3604 1.6067 16.8742
C -26.8852 4.3824 20.4666
H -27.5136 5.0466 14.0819
C -30.6680 0.0340 17.9179
H -30.3822 6.6004 14.0723
H -25.4685 0.6442 18.0116
C -27.6764 1.0402 13.0984
O -26.1437 4.2697 16.4241
B -26.3951 1.1768 17.8632
H -25.9622 5.1401 16.7862
H -26.5138 6.2356 14.7433
*
```